1.
217
Properties=species:S:1:pos:R:3:forces:R:3 method="wB97M-V/def2-TZVPD" homo_lumo_gap_ev=7.91 lumo_energy_ev=-11.936 fmax_ev_per_a=3.39 charge=+7 total_energy_ha=-3420.43301 homo_energy_ev=-19.85
C -6.6767 -3.5924 1.2683 0.172 -0.215 -1.392
C -6.5294 -2.6265 0.0599 -0.503 -0.432 0.357
C -5.7351 -1.3483 0.3143 0.542 -0.133 0.603
N -5.9752 -0.1940 -0.6387 -1.468 0.321 -0.117
C -5.6801 -0.6315 -2.0053 1.364 -0.925 -1.214
C -7.4392 0.2930 -0.5231 -0.038 0.514 0.452
C -7.3937 1.7420 0.0739 -0.905 -0.610 -0.778
C -6.0705 1.7683 0.7486 1.115 0.549 1.371
C -5.1752 0.9953 -0.1746 0.891 -0.072 -0.548
H -7.2912 -4.4630 0.9897 0.440 0.218 -0.298
H -7.2620 -3.1630 2.0321 -0.203 0.752 1.324
H -5.6978 -3.9602 1.5787 -0.125 0.113 0.339
H -7.5305 -2.3300 -0.2433 -0.171 -0.326 -0.294
H -6.0799 -3.2594 -0.7096 -0.096 0.573 -0.251
H -4.6734 -1.5588 0.2362 0.356 0.065 0.012
H -5.9171 -0.9119 1.3056 -0.145 -0.337 -0.148
H -4.5814 -0.7560 -2.1001 -0.450 0.291 0.113
H -6.0611 0.0211 -2.7950 0.038 0.262 0.504
H -6.0798 -1.6348 -2.2050 -0.249 0.420 0.332
H -7.9334 0.2936 -1.4840 0.102 -0.255 -0.260
H -7.9125 -0.4496 0.1175 -0.279 0.470 0.057
H -7.4262 2.5117 -0.7117 -0.113 -0.431 0.044
H -8.2624 1.9023 0.7209 0.277 0.002 -0.062
H -5.6176 2.7588 0.9096 -0.423 -0.111 -0.215
H -6.1248 1.3411 1.7524 0.009 -0.286 -0.047
H -4.9155 1.6436 -1.0266 -0.301 -0.503 -0.040
H -4.2350 0.6142 0.2177 0.056 0.024 0.144
C -3.4825 -2.0795 8.7210 -0.227 0.131 -0.269
C -2.6190 -2.9938 7.8439 -0.617 -0.958 1.052
C -2.2862 -2.2790 6.5946 0.918 -0.577 -0.203
N -1.8988 -3.2222 5.4659 1.172 1.558 -0.729
C -3.0196 -3.9698 4.8681 -1.236 0.007 -0.013
C -0.7375 -4.1094 5.8720 -0.466 -0.406 -0.253
C -0.0495 -4.5125 4.5870 -0.667 -0.879 -0.791
C -0.2503 -3.2647 3.6402 -0.096 0.009 1.137
C -1.2867 -2.3196 4.3261 0.220 -1.634 0.995
H -2.9019 -1.3441 9.2927 0.030 -0.320 -0.141
H -4.0783 -2.6651 9.4159 -0.029 0.126 0.069
H -4.1523 -1.5031 8.0577 -0.049 -0.268 0.479
H -3.1354 -3.9123 7.5416 -0.561 0.199 0.344
H -1.7856 -3.4004 8.4256 0.288 0.452 -0.270
H -1.4338 -1.6304 6.7384 0.269 0.235 -0.034
H -3.1271 -1.6722 6.3113 -0.376 0.090 -0.646
H -3.4829 -4.6668 5.5636 0.327 -0.064 0.166
H -2.6982 -4.5230 3.9807 0.041 0.253 0.199
H -3.8203 -3.2483 4.6090 0.575 -0.335 -0.050
H -1.0878 -4.9130 6.5369 0.115 0.269 -0.402
H -0.0044 -3.5238 6.3694 0.131 0.908 1.015
H -0.5754 -5.4020 4.1821 0.505 0.448 -0.025
H 1.0115 -4.8217 4.7974 -1.053 0.547 -0.377
H -0.6045 -3.4890 2.6640 -0.154 -0.577 -0.819
H 0.7129 -2.7927 3.5340 0.155 0.522 -0.091
H -2.1271 -1.9221 3.7387 0.532 -0.277 0.002
H -0.7953 -1.5370 4.8834 0.116 0.352 -0.157
C -2.3869 0.4553 -9.9093 0.354 0.966 0.268
C -1.6341 1.0956 -8.7243 -0.705 -0.244 1.234
C -0.6780 0.1542 -8.0198 -0.047 0.760 -0.140
N 0.1713 0.8083 -6.9162 0.820 -0.539 -0.568
C -0.6241 1.5586 -5.9548 -0.556 0.629 0.127
C 1.3275 1.7757 -7.4389 -0.296 -1.488 -0.249
C 2.6353 1.0095 -7.1990 -0.456 0.030 1.935
C 2.2613 0.1577 -5.9326 0.003 0.724 -0.877
C 0.8542 -0.3639 -6.2161 -0.232 0.841 0.744
H -3.0223 1.2304 -10.3812 0.432 -0.569 0.105
H -3.0321 -0.3479 -9.5658 -0.030 -0.095 0.048
H -1.6697 0.0560 -10.6148 -0.060 -0.023 -0.410
H -2.3737 1.2724 -7.9371 -0.295 0.480 -0.227
H -1.1531 2.0558 -8.8896 0.026 0.067 -0.656
H 0.0489 -0.2756 -8.6896 0.214 -0.346 -0.267
H -1.2752 -0.6155 -7.5232 0.347 -0.151 -0.035
H -0.0202 1.8288 -5.0864 -0.019 -0.071 -0.154
H -1.4915 0.9976 -5.6530 -0.220 -0.445 0.229
H -0.9993 2.4434 -6.4508 0.014 0.341 0.043
H 1.1940 2.7022 -6.8988 0.195 0.115 0.048
H 1.1668 1.9043 -8.4970 -0.260 0.343 -0.254
H 3.5459 1.6387 -7.0208 -1.012 -0.463 -0.314
H 2.8045 0.3301 -7.9975 0.356 -0.365 -0.930
H 2.4021 0.8066 -5.0853 -0.732 0.311 0.646
H 2.9250 -0.6350 -5.7330 0.912 -1.129 -0.130
H 0.2071 -0.6527 -5.3435 0.797 0.349 -0.677
H 0.8248 -1.1871 -6.9269 0.447 -0.029 0.098
C -1.4706 -8.2144 -5.4003 0.945 0.526 1.142
C -1.0739 -6.7854 -4.9297 -0.155 0.053 -1.591
C -1.9254 -6.3794 -3.7800 0.232 0.096 0.720
N -1.8820 -4.8988 -3.3634 1.903 0.387 0.689
C -0.5000 -4.4048 -3.0756 0.353 -0.539 1.340
C -2.5021 -3.9702 -4.3244 -1.307 0.967 0.395
C -4.0148 -4.2274 -4.0721 0.491 0.712 1.124
C -4.0968 -4.6702 -2.5462 -0.556 0.167 -1.018
C -2.6663 -4.7214 -2.0969 -0.326 -0.365 -0.057
H -1.2769 -8.8364 -4.5377 -0.162 -0.579 0.247
H -0.7910 -8.5876 -6.1583 -0.204 0.172 -0.349
H -2.5124 -8.3267 -5.6601 -0.179 0.142 -0.326
H -1.2481 -6.0891 -5.7561 0.255 -0.009 -0.114
H -0.0112 -6.7646 -4.6661 -0.156 0.012 -0.096
H -1.6067 -6.9835 -2.9373 0.028 0.309 0.572
H -2.9558 -6.6428 -3.9295 -0.560 0.168 -0.241
H -0.0654 -4.9673 -2.2408 -0.206 -0.231 -0.287
H -0.4864 -3.3772 -2.7302 -0.669 0.235 -0.026
H 0.1556 -4.4716 -3.9009 0.420 -0.369 -1.148
H -2.2086 -2.9337 -4.0394 -0.302 -0.729 0.207
H -2.0943 -4.0940 -5.3160 -0.256 -0.525 -0.359
H -4.6444 -3.3639 -4.2971 0.193 -0.151 -0.059
H -4.3366 -5.0568 -4.6446 -0.469 -0.624 -0.834
H -4.6723 -4.0288 -1.8964 0.084 0.683 -0.112
H -4.6434 -5.5877 -2.4640 0.010 -0.843 -0.173
H -2.4694 -3.7548 -1.6451 0.772 0.132 0.023
H -2.3631 -5.5501 -1.4640 -0.239 0.095 0.311
C 0.1224 6.8127 3.8898 -0.107 0.018 -0.119
C -1.0726 5.8312 3.9525 -0.176 -0.022 0.069
C -1.2810 5.2219 5.3449 0.170 -0.066 0.711
N -2.5537 4.4299 5.6628 -0.687 2.591 -2.070
C -2.6767 3.3525 4.6715 0.862 -0.956 -0.624
C -3.8199 5.3719 5.5717 0.626 0.060 -0.199
C -3.8774 6.1716 6.8520 0.610 0.092 -1.218
C -3.3708 5.1634 7.8387 1.244 -0.137 1.317
C -2.6592 4.0330 7.0592 -1.680 -1.150 0.826
H 0.0102 7.6675 4.5812 -0.060 -0.404 -0.366
H 0.1784 7.2019 2.8495 0.049 -0.143 0.745
H 1.0778 6.3255 4.1297 -0.257 0.055 -0.074
H -0.9503 5.0703 3.1654 0.034 -0.017 0.422
H -1.9617 6.3808 3.6746 -0.273 0.263 -0.100
H -1.2176 5.9571 6.1376 -0.114 0.530 -0.069
H -0.4862 4.5370 5.5913 0.411 -0.447 -0.074
H -1.7276 2.7364 4.6545 -1.048 0.727 0.045
H -2.8845 3.7487 3.6644 0.343 0.101 0.510
H -3.5118 2.7151 4.9114 -0.247 -0.215 0.318
H -4.6762 4.7190 5.6149 -0.222 -0.469 -0.597
H -3.7480 5.9569 4.6658 -0.204 -0.132 -0.273
H -4.8530 6.6371 6.9171 -0.401 -0.454 0.585
H -3.2175 7.0136 6.8159 0.572 0.540 -0.123
H -4.0989 4.7587 8.5140 -0.545 -0.315 0.120
H -2.6114 5.5922 8.4944 -0.215 0.278 0.051
H -3.3501 3.1615 6.9853 0.749 0.295 0.578
H -1.7162 3.7808 7.5094 0.414 -0.353 -0.090
C 8.5994 -6.1033 3.4955 1.278 -0.172 -0.305
C 7.1784 -6.4826 3.3183 -1.642 -1.025 0.514
C 6.9534 -6.9785 1.8924 -0.550 0.030 -0.151
N 5.4863 -7.2213 1.4890 -0.072 1.293 -0.277
C 4.7028 -8.1069 2.3437 -0.345 -2.099 0.000
C 4.7408 -5.9385 1.4601 0.209 0.933 -0.362
C 3.6257 -6.1134 0.4221 -0.525 0.882 -0.125
C 3.9602 -7.3420 -0.4133 0.775 -1.146 0.568
C 5.4282 -7.5995 0.0215 0.053 -0.067 0.535
H 9.1142 -7.0417 3.3155 0.879 0.127 0.236
H 8.8589 -5.7068 4.4877 -0.218 -0.283 -0.380
H 8.9376 -5.4027 2.7219 -0.059 0.035 0.243
H 6.5419 -5.6559 3.6836 -0.234 -0.497 -0.531
H 6.9800 -7.4202 3.9006 -0.037 1.113 0.218
H 7.5012 -7.9140 1.7456 -0.213 -0.014 0.037
H 7.2913 -6.2999 1.1132 0.189 0.259 0.128
H 5.1765 -9.1040 2.2961 -0.098 0.462 0.757
H 3.6939 -8.2880 1.9591 0.265 0.334 -0.448
H 4.4985 -7.6884 3.3275 0.859 -0.185 0.131
H 4.3858 -5.7176 2.4744 0.224 0.219 -0.429
H 5.4489 -5.1957 1.0881 -0.060 0.167 0.424
H 2.6993 -6.2040 0.9713 -0.467 -0.219 -0.189
H 3.5180 -5.2358 -0.2310 0.196 -0.050 0.424
H 3.2511 -8.1713 -0.1204 1.075 0.629 -0.753
H 4.0296 -7.2194 -1.5020 -0.647 0.105 0.358
H 5.7600 -8.6318 -0.0118 0.229 -0.023 -0.582
H 6.1462 -6.8607 -0.4366 -0.794 -1.134 0.001
C 7.6045 4.5092 -0.0244 0.333 -0.278 -0.191
C 6.9343 3.2539 0.5400 1.811 -0.591 -0.369
C 5.5685 3.5405 1.0117 -0.814 0.268 -0.187
N 4.7829 2.3583 1.5209 -1.494 -0.170 -0.580
C 5.2614 1.8558 2.8529 0.109 -0.621 0.094
C 4.7711 1.2385 0.5124 0.551 -1.479 1.312
C 3.5718 0.3410 0.9869 1.374 -1.239 -0.661
C 2.5833 1.3083 1.5960 -1.269 0.548 0.694
C 3.2518 2.6820 1.5561 1.496 0.759 0.808
H 7.0254 4.9882 -0.8230 0.101 0.002 0.219
H 8.5485 4.1484 -0.4512 -0.142 0.464 0.010
H 7.8491 5.2110 0.7796 -0.158 0.056 -0.295
H 7.5959 2.9920 1.3709 -0.179 -0.463 0.000
H 7.0085 2.4555 -0.2328 -0.307 0.429 0.574
H 5.0054 3.8976 0.1277 -0.034 0.183 0.705
H 5.6397 4.2731 1.8243 -0.465 0.044 -0.268
H 6.3334 1.6607 2.7499 -0.200 0.082 0.128
H 4.7615 0.8935 3.1237 0.340 0.990 -0.335
H 5.0921 2.5895 3.6462 -0.013 0.009 -0.334
H 5.7404 0.6974 0.6200 -0.728 0.444 -0.492
H 4.6580 1.6815 -0.4734 -0.048 -0.094 -0.029
H 3.9470 -0.4328 1.7311 -0.440 1.110 -0.790
H 3.1791 -0.2864 0.1620 0.119 0.655 0.300
H 2.3538 0.9988 2.6245 0.040 0.260 -0.205
H 1.6057 1.3717 1.0791 0.595 -0.193 0.109
H 3.1665 3.3887 2.4093 -0.483 -0.693 -0.370
H 3.0251 3.2590 0.6455 0.191 -0.417 0.223
C 0.3356 4.7599 -1.8880 0.406 0.175 -0.228
C 0.8842 6.1831 -1.6419 -1.369 0.421 -0.161
C 0.9303 6.9739 -2.9755 1.247 -0.594 -0.240
N 1.7450 8.2749 -3.0305 -2.044 -0.296 -0.246
C 1.1406 9.1836 -1.9987 -0.563 -1.059 0.641
C 1.6366 8.7732 -4.5029 1.235 1.327 0.664
C 2.8291 9.7528 -4.5999 -0.794 0.022 1.588
C 3.9258 9.0233 -3.7563 0.747 1.118 -0.886
C 3.2173 8.0806 -2.7940 -0.232 0.663 0.780
H -0.5925 4.5762 -2.4220 -0.095 0.746 -0.437
H 0.1230 4.3008 -0.9264 0.575 -0.330 0.137
H 1.1602 4.2948 -2.4542 -0.525 -0.584 0.401
H 1.8256 5.9319 -1.1485 0.334 0.894 -0.301
H 0.2589 6.7452 -0.9325 0.169 -0.303 -0.057
H -0.0995 7.1911 -3.3658 1.045 -0.218 0.380
H 1.5288 6.3724 -3.6821 -0.829 -0.113 -0.031
H 1.5793 10.1544 -1.9897 0.281 0.669 -0.206
H 1.2963 8.6974 -1.0187 0.273 0.371 -0.458
H 0.0474 9.2055 -2.0968 0.357 0.300 -0.474
H 0.6926 9.2527 -4.7353 -0.311 -0.197 0.370
H 1.7952 7.9071 -5.1159 -0.014 -0.476 -0.298
H 2.5287 10.6811 -4.0582 0.224 -0.579 -0.299
H 3.0734 10.1223 -5.5935 0.206 -0.604 -0.095
H 4.5492 9.7983 -3.2810 -0.276 -0.521 0.138
H 4.6148 8.4462 -4.3760 -0.161 0.078 -0.121
H 3.4009 8.2936 -1.7221 0.036 -0.193 -0.671
H 3.4362 7.0450 -3.0019 0.137 -0.311 -0.041
Cl -1.9557 -1.4025 -0.6819 -0.163 -0.046 -0.059

---

2.
46
Properties=species:S:1:pos:R:3:forces:R:3 method="wB97M-V/def2-TZVPD" homo_lumo_gap_ev=7.65 lumo_energy_ev=-5.123 fmax_ev_per_a=0.39 charge=+1 total_energy_ha=-1514.61804 homo_energy_ev=-12.77
C 0.6930 -2.4323 -0.6425 -0.062 -0.031 0.059
C -0.0257 -1.6891 -1.7611 0.142 0.076 0.038
O -0.8092 -0.6400 -1.2476 0.012 0.097 -0.269
C -1.0192 -2.5694 -2.5165 -0.172 -0.137 0.081
O -0.4475 -3.0824 -3.7722 0.386 0.003 -0.066
C 0.6447 -3.8040 -3.7906 -0.145 0.035 -0.012
C 0.8163 -5.0779 -3.2422 0.072 -0.025 -0.093
Cl -0.4326 -5.9054 -2.4352 0.019 0.099 0.037
C 2.0402 -5.7159 -3.4223 -0.029 0.159 -0.114
N 2.9940 -5.1080 -4.1136 -0.206 -0.065 0.096
N 2.8939 -3.9219 -4.6764 0.060 0.172 -0.137
C 1.7655 -3.3030 -4.5293 -0.004 -0.050 0.155
F 1.6709 -2.1190 -5.0775 -0.024 -0.265 0.070
H 1.4478 -1.7964 -0.1771 -0.046 -0.024 -0.028
H -0.0360 -2.7105 0.1225 0.073 -0.016 -0.044
H 1.1866 -3.3414 -1.0008 0.026 0.031 0.005
H 0.7099 -1.3086 -2.4874 -0.099 -0.006 -0.032
H -0.2491 0.0854 -0.9367 -0.139 -0.128 0.338
H -1.8595 -1.9664 -2.8463 0.058 -0.051 -0.044
H -1.3735 -3.4118 -1.9259 -0.022 0.039 0.038
H 2.2524 -6.7055 -3.0390 -0.018 0.049 0.001
H 3.8920 -5.5550 -4.2604 0.014 -0.011 0.017
C -0.8044 4.2606 -1.4624 -0.004 0.009 0.003
C -0.1054 4.7213 -0.1915 0.000 -0.012 0.005
C 0.9786 3.7424 0.2779 -0.031 0.062 0.053
C 0.4307 2.4210 0.5857 0.018 -0.062 -0.017
N -0.0105 1.3844 0.8143 0.125 0.055 -0.130
H -1.3235 3.3131 -1.3075 0.003 -0.003 -0.001
H -1.5427 4.9937 -1.7840 -0.003 -0.005 0.000
H -0.0901 4.1286 -2.2779 0.002 0.000 0.002
H -0.8311 4.8575 0.6120 -0.005 0.004 -0.004
H 0.3740 5.6877 -0.3522 0.005 -0.001 0.004
H 1.4817 4.1105 1.1734 0.002 0.006 -0.011
H 1.7408 3.6142 -0.4939 -0.002 0.000 0.004
C -1.8182 1.5632 3.9291 -0.019 0.008 0.001
C -1.5958 2.7864 4.8072 -0.010 -0.014 0.013
C -0.7416 2.4772 6.0422 0.043 0.013 -0.003
C -1.3540 1.4546 6.8913 -0.054 -0.024 0.012
N -1.8599 0.6483 7.5327 0.021 0.004 -0.008
H -2.3586 0.7892 4.4756 0.005 -0.007 -0.005
H -2.3995 1.8173 3.0431 -0.001 -0.001 0.000
H -0.8709 1.1407 3.5898 0.003 0.004 -0.003
H -2.5535 3.1958 5.1334 -0.001 0.001 -0.006
H -1.0910 3.5742 4.2438 0.008 0.001 0.004
H -0.5865 3.3715 6.6474 0.001 -0.001 -0.010
H 0.2430 2.1123 5.7407 -0.001 0.012 0.002

---

3.
13
Properties=species:S:1:pos:R:3:forces:R:3 method="wB97M-V/def2-TZVPD" homo_lumo_gap_ev=10.23 lumo_energy_ev=1.073 fmax_ev_per_a=1.42 total_energy_ha=-340.63430 homo_energy_ev=-9.16 de_lowest_kcal_mol=100.8
H 2.1747 -0.6594 -1.7860 -0.171 0.029 -0.311
N 1.3814 -1.0900 -1.3177 0.294 0.053 0.802
C 0.9611 -0.3096 -0.4254 1.071 -0.554 0.489
O 1.2590 1.0243 -0.2324 0.546 0.158 -0.113
C 0.3785 1.1811 0.9054 -0.107 0.205 0.011
C -0.0769 -0.2314 0.6934 -0.015 0.450 -1.349
C -1.1588 -0.3482 -0.4280 -1.203 0.163 -0.097
N -1.4168 -0.6570 0.9350 -0.107 -0.535 0.207
H 0.9644 1.4138 1.8007 -0.190 -0.242 -0.075
H -0.3997 1.9371 0.7516 0.233 0.039 -0.095
H -1.0556 -1.2024 -1.1001 0.090 0.446 0.125
H -1.4638 0.5870 -0.8782 -0.518 0.056 0.265
H -1.5476 -1.6453 1.0817 0.078 -0.268 0.140